Record 1
Density functional theory data (ωB97M-V/def2-TZVPD) for a gas-phase ion, C2H2N3O (charge +1) in a non-equilibrium geometry.

Each line ends with the Mulliken charge.
Cartesian coordinates (Å):
C (-1.662, -0.038, 1.447)  0.052
N (-0.588, 0.322, 1.337)  0.576
N (0.516, 0.546, 0.882)  -0.373
N (1.045, 0.180, -0.147)  0.081
C (1.010, -0.173, -1.507)  0.259
O (1.296, -1.220, -2.007)  -0.356
H (-2.605, -0.535, 1.846)  0.476
H (0.987, 0.918, -1.850)  0.286

- M: 84.06 g/mol
- 2S+1: 1
- Calculated total energy: -8609.171 eV
- Energy above the lowest of the compared OMol25 structures with the same formula, charge and spin: 548.3 kJ/mol
- Net charge: +1
- LUMO (spin up / spin down): -7.6 / -7.6 eV
- Structure (SMILES): C#[N+]/N=N\C=O

=====

Record 2
Density functional theory data (ωB97M-V/def2-TZVPD) for a molecular structure, C29H42GaN6SSb.

Each line ends with the Mulliken charge.
Cartesian coordinates (Å):
Ga (0.779, 0.067, 0.629)  -0.055
C (5.753, 2.056, -0.700)  -0.683
C (5.714, 0.764, -1.209)  -0.938
C (4.519, 0.065, -1.282)  -0.066
C (3.329, 0.667, -0.873)  -0.575
C (3.372, 1.961, -0.357)  0.645
C (4.576, 2.650, -0.267)  -0.466
N (2.095, -0.030, -0.870)  0.082
C (1.751, -0.922, -1.812)  0.417
C (2.345, -1.056, -3.097)  -0.811
C (1.889, -2.007, -3.959)  -0.627
C (0.832, -2.913, -3.628)  -0.752
C (0.220, -2.814, -2.428)  -0.754
C (0.659, -1.816, -1.514)  1.084
N (0.146, -1.627, -0.291)  1.388
N (-0.742, -2.382, 0.216)  -1.353
C (-1.096, -1.949, 1.502)  0.075
C (-1.949, -2.740, 2.262)  -0.547
C (-2.278, -2.325, 3.534)  -0.488
C (-1.763, -1.123, 4.023)  -1.173
C (-0.932, -0.393, 3.209)  -0.364
N (-0.603, -0.795, 1.971)  0.472
H (6.690, 2.595, -0.648)  0.421
H (6.629, 0.288, -1.541)  0.393
H (4.514, -0.956, -1.642)  0.616
H (2.441, 2.432, -0.073)  0.045
H (4.591, 3.662, 0.122)  0.490
H (3.129, -0.375, -3.395)  0.608
H (2.332, -2.070, -4.946)  0.437
H (0.518, -3.655, -4.347)  0.436
H (-0.600, -3.458, -2.144)  0.495
H (-2.319, -3.663, 1.836)  0.592
H (-2.930, -2.930, 4.152)  0.456
H (-2.005, -0.768, 5.015)  0.542
H (-0.512, 0.551, 3.533)  0.621
C (0.917, 6.863, 3.368)  -1.127
C (-0.123, 6.756, 2.252)  -0.343
C (0.345, 5.932, 1.051)  -0.931
C (0.757, 4.506, 1.393)  -0.319
N (-0.388, 3.755, 1.942)  0.054
C (-1.013, 2.706, 1.433)  0.553
S (-0.435, 1.922, -0.023)  -0.168
N (-2.137, 2.295, 2.012)  -0.193
C (-3.176, 1.436, 1.402)  -0.572
C (-4.270, 2.248, 0.726)  -0.602
C (-5.128, 3.110, 1.655)  -0.617
C (-4.458, 4.382, 2.193)  -1.001
H (0.626, 7.614, 4.100)  0.404
H (1.890, 7.156, 2.965)  0.294
H (1.050, 5.922, 3.911)  0.229
H (-0.372, 7.754, 1.891)  0.415
H (-1.063, 6.355, 2.653)  0.147
H (1.215, 6.416, 0.598)  0.367
H (-0.435, 5.900, 0.286)  0.340
H (1.551, 4.498, 2.140)  0.166
H (1.105, 3.990, 0.507)  -0.001
H (-0.874, 4.242, 2.687)  0.305
H (-2.488, 2.891, 2.751)  0.184
H (-3.589, 0.817, 2.200)  0.425
H (-2.687, 0.785, 0.685)  0.228
H (-4.916, 1.532, 0.214)  0.440
H (-3.817, 2.874, -0.051)  0.230
H (-5.491, 2.500, 2.487)  0.264
H (-6.014, 3.404, 1.093)  0.385
H (-3.883, 4.212, 3.111)  0.335
H (-5.204, 5.130, 2.458)  0.445
H (-3.800, 4.835, 1.445)  0.212
C (2.181, -1.091, 4.156)  -1.254
Sb (2.692, 0.178, 2.536)  0.670
C (2.984, 2.031, 3.511)  -1.270
C (4.650, -0.466, 2.115)  -1.106
H (3.054, -1.207, 4.798)  0.538
H (1.876, -2.066, 3.779)  0.384
H (1.366, -0.658, 4.734)  0.384
H (3.712, 1.884, 4.309)  0.560
H (2.042, 2.378, 3.934)  0.393
H (3.365, 2.759, 2.796)  0.281
H (5.173, -0.525, 3.070)  0.559
H (5.137, 0.248, 1.455)  0.259
H (4.620, -1.447, 1.645)  0.391

- M: 698.25 g/mol
- 2S+1: 1
- Calculated total energy: -109432.184 eV
- Energy above the lowest of the compared OMol25 structures with the same formula, charge and spin: 12.4 kJ/mol
- Net charge: +2
- LUMO: -6.9 eV

=====

Record 3
Density functional theory data (ωB97M-V/def2-TZVPD) for a molecular structure, C36H30B3F18O36Sn in a non-equilibrium geometry.

Each line ends with the Mulliken charge.
Cartesian coordinates (Å):
Sn (1.049, -13.514, 18.428)  0.785
O (4.953, -18.203, 12.093)  -0.683
C (5.013, -17.467, 13.082)  0.455
O (4.513, -17.799, 14.244)  -0.695
B (4.717, -16.696, 15.224)  1.050
O (5.590, -15.700, 14.472)  -0.427
C (5.699, -16.062, 13.211)  0.675
O (6.201, -15.468, 12.284)  -0.634
O (5.408, -17.227, 16.376)  -0.581
C (4.703, -17.094, 17.479)  0.275
O (5.024, -17.483, 18.635)  -0.702
C (3.395, -16.398, 17.079)  0.681
O (3.473, -16.192, 15.822)  0.296
O (2.428, -16.196, 17.837)  -0.784
O (2.896, -14.410, 10.331)  -0.777
C (1.902, -14.696, 11.020)  0.735
O (1.773, -14.421, 12.298)  1.014
B (0.398, -14.796, 12.821)  0.224
O (-0.303, -15.341, 11.657)  -0.681
C (0.508, -15.430, 10.625)  0.112
O (0.248, -15.710, 9.502)  -0.629
O (-0.346, -13.598, 13.254)  0.048
C (-0.449, -13.607, 14.571)  0.528
O (-0.852, -12.718, 15.291)  -0.655
C (0.066, -14.959, 15.119)  0.104
O (0.393, -15.696, 13.998)  -0.721
O (0.089, -15.330, 16.299)  0.068
O (7.987, -10.055, 17.958)  -0.597
C (7.357, -10.881, 17.348)  0.488
O (6.112, -10.821, 16.756)  -0.530
B (5.857, -12.169, 16.235)  1.289
O (7.048, -13.027, 16.496)  -0.405
C (7.903, -12.298, 17.186)  0.639
O (9.062, -12.618, 17.457)  -0.651
O (5.632, -12.151, 14.788)  -0.633
C (4.564, -12.738, 14.528)  0.341
O (4.127, -13.007, 13.394)  -0.505
C (3.723, -12.845, 15.786)  0.580
O (4.609, -12.640, 16.772)  -0.509
O (2.548, -13.182, 15.860)  -0.593
C (3.084, -17.575, 7.623)  -1.331
C (3.914, -17.635, 8.917)  0.140
O (5.215, -18.101, 8.623)  -0.344
C (6.247, -17.298, 8.887)  0.638
O (6.064, -16.075, 8.923)  -0.538
C (7.683, -18.003, 8.943)  0.730
F (8.525, -17.200, 9.557)  -0.209
F (7.581, -19.168, 9.625)  -0.259
F (8.122, -18.422, 7.765)  -0.261
H (3.539, -16.920, 6.880)  0.364
H (2.084, -17.202, 7.848)  0.221
H (3.056, -18.512, 7.067)  0.391
H (3.355, -18.317, 9.558)  0.245
H (3.979, -16.641, 9.360)  0.222
C (0.912, -10.217, 12.789)  -1.097
C (2.104, -10.636, 11.874)  0.325
O (2.078, -9.819, 10.697)  -0.350
C (2.872, -10.151, 9.552)  0.380
O (3.639, -11.143, 9.480)  -0.491
C (2.769, -9.096, 8.391)  0.836
F (3.601, -8.183, 8.672)  -0.242
F (3.024, -9.636, 7.223)  -0.239
F (1.565, -8.526, 8.390)  -0.263
H (0.903, -9.143, 12.977)  0.463
H (0.971, -10.765, 13.730)  0.184
H (-0.051, -10.500, 12.366)  0.163
H (2.130, -11.705, 11.665)  -0.013
H (3.002, -10.336, 12.414)  0.296
C (-3.760, -14.378, 16.672)  -0.514
C (-4.215, -12.911, 16.898)  -0.259
O (-4.270, -12.644, 18.254)  -0.341
C (-3.250, -12.669, 19.069)  0.391
O (-2.121, -12.961, 18.707)  -0.384
C (-3.589, -12.274, 20.548)  0.714
F (-2.555, -11.569, 21.092)  -0.247
F (-4.708, -11.613, 20.634)  -0.251
F (-3.800, -13.403, 21.195)  -0.216
H (-4.238, -14.775, 15.777)  0.481
H (-3.967, -15.013, 17.534)  0.165
H (-2.737, -14.405, 16.296)  -0.105
H (-5.237, -12.695, 16.588)  0.163
H (-3.565, -12.158, 16.450)  0.383
C (-3.016, -17.170, 8.423)  -0.910
C (-2.158, -16.216, 7.620)  0.063
O (-1.232, -16.910, 6.825)  -0.152
C (-1.570, -17.440, 5.660)  0.272
O (-2.705, -17.455, 5.239)  -0.573
C (-0.382, -18.022, 4.892)  0.931
F (-0.199, -19.248, 5.234)  -0.246
F (-0.582, -17.841, 3.627)  -0.249
F (0.764, -17.336, 5.180)  -0.260
H (-2.487, -17.716, 9.204)  0.256
H (-3.420, -17.944, 7.770)  0.500
H (-3.911, -16.697, 8.827)  0.072
H (-1.651, -15.546, 8.315)  0.048
H (-2.702, -15.540, 6.961)  0.312
C (-0.476, -19.531, 17.042)  -1.607
C (-0.490, -18.121, 17.612)  0.520
O (-1.686, -17.971, 18.415)  -0.279
C (-1.832, -16.800, 19.098)  0.384
O (-1.115, -15.764, 19.006)  -0.350
C (-3.072, -16.831, 20.080)  0.706
F (-3.873, -15.750, 19.942)  -0.200
F (-3.809, -17.890, 20.013)  -0.270
F (-2.633, -16.812, 21.323)  -0.280
H (-0.407, -20.298, 17.814)  0.407
H (0.352, -19.610, 16.338)  0.387
H (-1.388, -19.918, 16.588)  0.359
H (-0.595, -17.630, 16.645)  -0.131
H (0.476, -17.812, 18.011)  0.303
C (-2.367, -12.500, 10.362)  -1.256
C (-2.734, -13.906, 10.898)  0.600
O (-4.000, -14.322, 10.523)  -0.233
C (-4.997, -14.270, 11.470)  0.502
O (-4.923, -13.604, 12.525)  -0.575
C (-6.312, -15.001, 11.007)  0.745
F (-7.251, -14.116, 10.755)  -0.268
F (-6.041, -15.711, 9.963)  -0.218
F (-6.829, -15.740, 11.978)  -0.277
H (-1.404, -12.100, 10.680)  0.184
H (-3.139, -11.770, 10.607)  0.393
H (-2.254, -12.550, 9.279)  0.324
H (-2.621, -13.767, 11.973)  -0.019
H (-2.054, -14.715, 10.633)  0.151

- M: 1531.71 g/mol
- 2S+1: 2
- Calculated total energy: -168321.307 eV
- Net charge: -2
- LUMO (spin up / spin down): 2.3 / 2.4 eV

=====

Record 4
Density functional theory data (ωB97M-V/def2-TZVPD) for a molecular structure, C46H68N4P3PtS2Si in a non-equilibrium geometry.

Each line ends with the Mulliken charge.
Cartesian coordinates (Å):
Pt (0.016, 0.404, -0.469)  1.964
C (3.894, -0.046, -3.653)  -1.368
C (2.796, -0.608, -2.740)  0.465
C (3.324, -1.858, -2.024)  -1.627
P (2.110, 0.583, -1.525)  0.491
C (1.852, 2.224, -2.309)  1.131
C (3.103, 3.078, -2.543)  -1.554
C (1.041, 2.038, -3.590)  -0.486
C (3.337, 0.680, -0.220)  0.575
C (4.640, 1.107, -0.510)  -0.875
C (5.592, 1.141, 0.492)  -1.204
C (5.252, 0.766, 1.784)  -0.937
C (3.965, 0.340, 2.066)  -0.184
C (2.994, 0.268, 1.060)  0.938
Si (1.336, -0.483, 1.399)  -0.831
C (0.899, -0.171, 3.169)  1.715
C (1.463, -0.882, 4.235)  -1.310
C (1.166, -0.524, 5.539)  -0.117
C (0.320, 0.549, 5.802)  -1.127
C (-0.237, 1.262, 4.759)  -0.585
C (0.042, 0.899, 3.441)  -0.408
P (-0.581, 1.851, 2.021)  0.654
C (-2.357, 2.270, 2.465)  1.064
C (-3.155, 1.106, 3.037)  -1.521
C (-3.212, 2.902, 1.364)  -1.583
C (0.262, 3.477, 2.403)  0.276
C (-0.038, 4.677, 1.508)  -1.380
C (1.773, 3.309, 2.509)  -1.324
C (1.387, -2.307, 1.071)  1.002
C (2.292, -3.148, 1.731)  -0.748
C (2.116, -4.521, 1.727)  -1.296
C (1.015, -5.082, 1.086)  -0.954
C (0.146, -4.276, 0.374)  -0.699
C (0.363, -2.895, 0.341)  1.156
P (-0.552, -1.838, -0.780)  -0.336
C (-0.046, -2.292, -2.468)  1.522
C (-0.767, -1.441, -3.519)  -1.279
C (-0.045, -3.780, -2.839)  -1.888
C (-2.367, -1.996, -0.556)  2.229
C (-2.941, -3.173, -1.354)  -1.661
C (-3.182, -0.736, -0.823)  -1.355
H (4.169, -0.838, -4.350)  0.481
H (4.794, 0.212, -3.101)  0.213
H (3.582, 0.810, -4.242)  0.376
H (1.952, -0.860, -3.378)  0.580
H (4.268, -1.635, -1.528)  0.408
H (3.508, -2.635, -2.765)  0.511
H (2.652, -2.259, -1.268)  0.344
H (1.236, 2.744, -1.569)  -0.500
H (3.788, 2.638, -3.262)  0.238
H (3.641, 3.291, -1.623)  0.431
H (2.771, 4.032, -2.954)  0.509
H (1.629, 1.562, -4.371)  0.314
H (0.740, 3.016, -3.968)  0.483
H (0.144, 1.449, -3.430)  -0.727
H (4.922, 1.421, -1.501)  0.508
H (6.597, 1.467, 0.265)  0.482
H (5.989, 0.810, 2.572)  0.519
H (3.720, 0.066, 3.080)  0.479
H (2.118, -1.723, 4.068)  0.462
H (1.601, -1.080, 6.358)  0.567
H (0.106, 0.831, 6.822)  0.485
H (-0.879, 2.105, 4.977)  0.490
H (-2.196, 3.027, 3.242)  0.610
H (-3.371, 0.362, 2.273)  0.213
H (-4.104, 1.501, 3.398)  0.577
H (-2.667, 0.590, 3.863)  0.250
H (-3.387, 2.197, 0.555)  0.188
H (-2.794, 3.811, 0.945)  0.141
H (-4.180, 3.154, 1.796)  0.573
H (-0.150, 3.695, 3.396)  0.505
H (0.385, 4.541, 0.515)  0.153
H (0.429, 5.556, 1.951)  0.523
H (-1.099, 4.886, 1.413)  0.245
H (2.194, 2.979, 1.557)  0.084
H (2.074, 2.599, 3.278)  0.127
H (2.226, 4.271, 2.747)  0.683
H (3.149, -2.733, 2.243)  0.621
H (2.825, -5.156, 2.236)  0.495
H (0.856, -6.150, 1.114)  0.511
H (-0.678, -4.729, -0.156)  0.447
H (0.982, -1.990, -2.429)  -1.080
H (-1.794, -1.763, -3.667)  0.384
H (-0.259, -1.552, -4.479)  0.621
H (-0.790, -0.381, -3.270)  -0.168
H (-1.040, -4.194, -2.941)  0.325
H (0.520, -4.386, -2.133)  0.424
H (0.443, -3.877, -3.810)  0.504
H (-2.428, -2.219, 0.515)  -0.645
H (-2.888, -3.027, -2.426)  0.340
H (-3.998, -3.235, -1.091)  0.501
H (-2.491, -4.131, -1.109)  0.314
H (-3.199, -0.472, -1.880)  0.118
H (-2.819, 0.120, -0.264)  0.002
H (-4.206, -0.927, -0.503)  0.641
C (-3.354, -4.999, 3.465)  -0.762
N (-2.200, -4.574, 4.236)  0.229
C (-1.627, -5.282, 5.280)  -0.369
C (-0.581, -4.562, 5.732)  -0.633
N (-0.528, -3.425, 4.952)  0.079
C (-1.517, -3.432, 4.030)  -0.470
S (-1.830, -2.222, 2.887)  0.141
H (-3.847, -5.805, 4.000)  0.345
H (-3.047, -5.350, 2.481)  0.234
H (-4.037, -4.160, 3.352)  0.324
H (-2.026, -6.221, 5.611)  0.455
H (0.105, -4.748, 6.534)  0.482
H (0.130, -2.658, 5.031)  -0.094
C (-2.877, 5.857, -4.196)  -1.482
C (-2.614, 4.399, -4.063)  0.726
C (-2.780, 3.460, -5.054)  -1.241
C (-2.514, 2.121, -4.765)  1.076
N (-2.071, 1.726, -3.559)  0.126
C (-1.904, 2.630, -2.626)  -0.296
S (-1.442, 2.260, -0.964)  -1.138
N (-2.181, 3.938, -2.866)  0.205
C (-2.690, 1.048, -5.781)  -1.321
H (-3.243, 6.090, -5.192)  0.408
H (-1.963, 6.424, -4.017)  0.366
H (-3.624, 6.177, -3.469)  0.392
H (-3.126, 3.763, -6.030)  0.512
H (-2.071, 4.589, -2.096)  0.289
H (-3.237, 1.392, -6.655)  0.471
H (-3.206, 0.201, -5.330)  0.266
H (-1.707, 0.700, -6.102)  0.259

- M: 1057.30 g/mol
- 2S+1: 1
- Calculated total energy: -115408.845 eV
- Net charge: +3
- LUMO: -9.6 eV

=====

Record 5
Density functional theory data (ωB97M-V/def2-TZVPD) for 2 unconnected molecules or ions with the total composition C5H12 in a non-equilibrium geometry.

Each line ends with the Mulliken charge.
Cartesian coordinates (Å):
C (0.543, 3.077, 0.283)  -0.370
C (1.677, 2.391, 0.486)  -0.612
H (0.177, 3.069, -0.722)  0.257
H (0.095, 3.513, 1.171)  0.237
H (2.079, 1.774, -0.363)  0.200
H (2.068, 1.921, 1.381)  0.280
C (-0.222, -2.019, 0.830)  -1.250
C (-0.070, -1.150, -0.406)  0.292
C (-1.408, -1.042, -1.135)  -1.070
H (-1.011, -1.576, 1.453)  0.326
H (0.638, -1.845, 1.461)  0.345
H (-0.374, -3.071, 0.639)  0.347
H (0.757, -1.525, -1.085)  0.283
H (0.336, -0.153, -0.090)  -0.154
H (-1.609, -0.269, -1.861)  0.328
H (-1.358, -2.008, -1.601)  0.290
H (-2.317, -1.086, -0.438)  0.270

- M: 72.15 g/mol
- 2S+1: 1
- Calculated total energy: -5377.814 eV
- Energy above the lowest of the compared OMol25 structures with the same formula, charge and spin: 205.1 kJ/mol
- Net charge: 0
- LUMO: 1.1 eV
- Structure (SMILES): C=C.CCC

=====

Record 6
Density functional theory data (ωB97M-V/def2-TZVPD) for a molecular structure, CH2N2O2Si in a non-equilibrium geometry.

Each line ends with the Mulliken charge.
Cartesian coordinates (Å):
C (0.355, 1.394, 0.736)  0.306
N (0.489, 1.905, 1.786)  -0.341
N (0.026, -1.214, 0.226)  0.797
O (1.292, -1.216, 0.280)  -0.494
O (-0.711, -2.080, 0.518)  -0.508
Si (0.005, 0.440, -0.809)  0.229
H (1.024, 0.752, -1.768)  0.006
H (-2.479, 0.019, -0.968)  0.006

- M: 102.12 g/mol
- 2S+1: 1
- Calculated total energy: -16015.080 eV
- Energy above the lowest of the compared OMol25 structures with the same formula, charge and spin: 413.2 kJ/mol
- Net charge: 0
- LUMO (spin up / spin down): -2.3 / -1.8 eV